Entry 1:
A 2-piece molecular cluster, C4H5NO overall. Source: the OMol25 dataset; level of theory: the ωB97M-V functional and the def2-TZVPD basis.

Each line ends with the Mulliken charge.
Geometry (Å):
C (1.37, 0.52, 3.63)  0.024
C (-0.81, 0.45, 0.06)  -0.458
C (0.51, 0.21, 0.69)  -0.306
C (-0.05, -0.95, 0.01)  -0.018
N (1.73, 1.01, 4.63)  -0.320
O (0.43, -1.54, -1.14)  -0.504
H (-1.74, 0.55, 0.55)  0.280
H (-0.66, 1.00, -0.80)  0.279
H (1.04, 0.48, 1.53)  0.353
H (-0.48, -1.72, 0.60)  0.341
H (1.34, -1.11, -1.29)  0.329

Computed properties:
Highest occupied orbital energy (spin up / spin down) in eV: -9.58 / -10.62
LUMO level (spin up / spin down) in eV: -4.122 / -1.849
Total charge: 0


Entry 2:
An isolated ion of composition CH4IN2 and charge +1. Source: the OMol25 dataset; level of theory: the ωB97M-V functional and the def2-TZVPD basis.

Each line ends with the Mulliken charge.
Geometry (Å):
N (-0.72, -1.01, 0.10)  -0.316
C (-0.45, 0.25, -0.02)  0.375
N (0.72, 0.76, 0.12)  -0.483
I (2.62, -0.11, 0.04)  0.360
H (-1.75, -1.23, -0.08)  0.313
H (0.13, -1.55, 0.01)  0.161
H (-1.32, 1.08, -0.22)  0.241
H (0.77, 1.80, 0.06)  0.350

Computed properties:
Highest occupied orbital energy in eV: -14.62
LUMO level in eV: -5.575
Total charge: +1
Structure (SMILES): [NH2+]=CNI


Entry 3:
One molecule with the formula C4H5NO2. Source: the OMol25 dataset; level of theory: the ωB97M-V functional and the def2-TZVPD basis.

Each line ends with the Mulliken charge.
Geometry (Å):
O (-2.29, -0.11, -1.03)  -0.422
C (-1.26, -0.15, -1.65)  -0.008
C (0.03, 0.49, -1.10)  0.476
O (0.82, 1.06, -1.82)  -0.554
N (0.00, 0.43, 0.27)  -0.068
C (0.94, 0.52, 1.34)  -0.249
C (0.20, -0.75, 1.07)  -0.505
H (-1.20, -0.59, -2.66)  0.358
H (0.59, 1.15, 2.15)  0.216
H (2.01, 0.56, 1.14)  0.268
H (0.79, -1.55, 0.62)  0.251
H (-0.64, -1.07, 1.68)  0.237

Computed properties:
Highest occupied orbital energy in eV: -9.73
LUMO level in eV: -0.009
Total charge: 0
Structure (SMILES): O=CC(=O)N1CC1